# 1
# C4H13NOS2

A cluster of 3 separate species, C4H13NOS2 in total (ωB97M-V/def2-TZVPD, the Open Molecules 2025 dataset).

Positions of all 21 atoms, in Å:
1 N 0.74 -2.01 2.10
2 C 0.46 -1.32 0.84
3 C -1.07 -1.29 0.71
4 C 1.06 0.07 0.68
5 S 0.64 1.23 1.96
6 S 0.23 -0.64 -2.23
7 C -0.27 1.03 -2.70
8 H 0.67 -1.35 2.87
9 H 1.69 -2.36 2.15
10 H 0.85 -1.91 0.00
11 H -1.47 -2.29 0.87
12 H -1.46 -0.66 1.51
13 H -1.39 -0.88 -0.25
14 H 2.15 -0.03 0.59
15 H 0.68 0.51 -0.28
16 H 0.13 1.24 -3.70
17 H 0.12 1.76 -2.00
18 H -1.35 1.12 -2.76
19 H -0.48 2.06 0.37
20 H -1.09 3.31 -0.27
21 O -0.85 2.40 -0.46

* total energy: -1086.40487 hartree
* molar mass: 155.29 g mol⁻¹
* E_HOMO: -8.5 eV
* charge: 0
* lowest unoccupied orbital energy: -4.0 eV
* relative energy (zero: lowest compared OMol25 entry of this formula, charge and spin): 110.7 kcal/mol
* orbital gap: 4.480 eV

Partial charges, Löwdin, in e: 0.03 -0.57 -0.12 -0.67 0.68 0.77 -0.51 0.04 0.07 0.10 0.08 0.06 0.02 0.08 0.00 0.03 0.01 0.03 -0.10 0.06 -0.10

***

# 2
# C4H13NOS2

A cluster of 3 separate species, C4H13NOS2 in total (ωB97M-V/def2-TZVPD, the Open Molecules 2025 dataset).

Positions of all 21 atoms, in Å:
1 N -1.54 0.51 -2.47
2 C -0.58 0.61 -1.40
3 C -1.20 1.05 -0.05
4 C 0.14 -0.76 -1.29
5 S -0.95 -2.06 -0.70
6 S 1.72 1.78 0.76
7 C 2.12 0.76 2.14
8 H -2.13 -0.34 -2.40
9 H -2.10 1.35 -2.62
10 H 0.20 1.32 -1.70
11 H -0.67 0.59 0.78
12 H -1.17 2.14 0.05
13 H -2.26 0.73 0.02
14 H 0.48 -1.09 -2.26
15 H 1.02 -0.65 -0.65
16 H 2.75 1.32 2.81
17 H 2.66 -0.13 1.80
18 H 1.20 0.44 2.65
19 H -0.43 -1.75 1.44
20 H -0.55 -2.21 2.91
21 O -0.27 -1.48 2.35

* total energy: -1086.14815 hartree
* molar mass: 155.29 g mol⁻¹
* E_HOMO (spin up / spin down): -12.7 / -12.4 eV
* 2S+1: 2
* charge: +1
* lowest unoccupied orbital energy (spin up / spin down): -5.7 / -8.6 eV
* relative energy (zero: lowest compared OMol25 entry of this formula, charge and spin): 67.6 kcal/mol
* orbital gap (spin up / spin down): 6.998 / 3.845 eV
* <S²>: 1.758

Partial charges, Löwdin, in e: 0.05 -0.54 -0.11 -0.55 0.80 1.10 -0.39 0.07 0.10 0.12 0.02 0.08 0.10 0.08 0.04 0.06 0.08 0.05 -0.11 0.05 -0.09

***

# 3
# C4H13NP

The ion C4H13NP with charge +1 (ωB97M-V/def2-TZVPD, the Open Molecules 2025 dataset).

Positions of all 19 atoms, in Å:
1 C 0.25 1.52 -1.00
2 C 0.63 0.51 0.15
3 N 0.24 1.19 1.43
4 C 0.07 -0.89 -0.01
5 C -1.42 -1.00 -0.17
6 P 0.91 -1.74 -1.45
7 H 0.29 2.44 -0.51
8 H -0.67 1.33 -1.64
9 H 1.12 1.73 -1.72
10 H 1.79 0.41 0.17
11 H -0.75 1.50 1.34
12 H 0.70 2.08 1.50
13 H 0.20 0.54 2.21
14 H 0.52 -1.57 0.76
15 H -1.73 -0.72 -1.21
16 H -2.07 -0.53 0.62
17 H -1.86 -2.04 -0.12
18 H 0.15 -1.09 -2.52
19 H -0.03 -2.94 -1.39

* total energy: -556.00643 hartree
* molar mass: 106.13 g mol⁻¹
* E_HOMO: -13.1 eV
* charge: +1
* lowest unoccupied orbital energy: -3.6 eV
* relative energy (zero: lowest compared OMol25 entry of this formula, charge and spin): 42.8 kcal/mol
* orbital gap: 9.485 eV

Partial charges, Löwdin, in e: -0.04 -0.40 0.21 -0.68 -0.17 0.86 0.04 0.11 0.12 0.17 0.18 0.16 0.18 0.11 0.07 0.09 0.09 -0.07 -0.02

***

# 4
# C4H13NS

A cluster of 2 separate species, C4H13NS in total (ωB97M-V/def2-TZVPD, the Open Molecules 2025 dataset).

Positions of all 19 atoms, in Å:
1 C -2.78 -3.32 1.00
2 C -3.98 -2.62 0.40
3 N -4.39 -1.51 1.28
4 H -1.95 -2.60 1.13
5 H -2.43 -4.13 0.33
6 H -3.03 -3.75 1.98
7 H -3.71 -2.18 -0.58
8 H -4.79 -3.35 0.23
9 H -5.21 -1.03 0.89
10 H -4.69 -1.88 2.19
11 C 0.68 0.27 0.59
12 C -0.04 0.18 -0.75
13 S -1.57 1.17 -0.83
14 H 0.92 1.33 0.82
15 H 1.61 -0.31 0.57
16 H 0.04 -0.12 1.40
17 H 0.59 0.58 -1.56
18 H -0.28 -0.87 -1.00
19 H -2.21 0.53 0.17

* total energy: -613.12686 hartree
* molar mass: 107.22 g mol⁻¹
* E_HOMO: -8.9 eV
* charge: 0
* lowest unoccupied orbital energy: 1.0 eV
* relative energy (zero: lowest compared OMol25 entry of this formula, charge and spin): 1.4 kcal/mol
* orbital gap: 9.834 eV

Partial charges, Löwdin, in e: -0.12 -0.37 -0.04 0.06 0.07 0.07 0.10 0.10 0.07 0.07 -0.19 -0.65 0.66 0.07 0.07 0.06 0.06 0.06 -0.16

***

# 5
# C4H13NS

A cluster of 2 separate species, C4H13NS in total (ωB97M-V/def2-TZVPD, the Open Molecules 2025 dataset).

Positions of all 19 atoms, in Å:
1 C 0.37 0.88 1.67
2 C -0.01 2.32 1.35
3 N -0.71 2.37 0.08
4 H 1.02 0.50 0.89
5 H 0.90 0.81 2.62
6 H -0.52 0.26 1.73
7 H -0.58 2.74 2.20
8 H 0.89 2.93 1.28
9 H -1.57 1.83 0.11
10 H -0.98 3.32 -0.15
11 C 0.76 -1.14 -1.60
12 C 0.08 -2.33 -0.93
13 S -1.21 -2.95 -2.04
14 H 0.06 -0.32 -1.74
15 H 1.15 -1.41 -2.58
16 H 1.58 -0.79 -0.98
17 H 0.82 -3.10 -0.72
18 H -0.35 -2.03 0.03
19 H -1.72 -3.88 -1.21

* total energy: -613.12537 hartree
* molar mass: 107.22 g mol⁻¹
* E_HOMO: -8.9 eV
* charge: 0
* lowest unoccupied orbital energy: 1.0 eV
* relative energy (zero: lowest compared OMol25 entry of this formula, charge and spin): 2.3 kcal/mol
* orbital gap: 9.920 eV

Partial charges, Löwdin, in e: -0.11 -0.36 -0.02 0.05 0.07 0.07 0.10 0.10 0.06 0.06 -0.20 -0.65 0.68 0.06 0.07 0.06 0.07 0.05 -0.16

***

# 6
# C4H13NSi

A cluster of 2 separate species, C4H13NSi in total (ωB97M-V/def2-TZVPD, the Open Molecules 2025 dataset).

Positions of all 19 atoms, in Å:
1 C -1.79 1.23 -1.19
2 Si -1.97 0.27 0.41
3 N -1.62 -1.44 0.30
4 H -0.73 1.31 -1.45
5 H -2.13 2.32 -1.18
6 H -2.18 0.59 -1.95
7 H -1.09 0.75 1.36
8 H -3.23 0.17 0.95
9 H -2.34 -2.20 0.32
10 H -0.69 -1.75 -0.04
11 C 1.51 0.90 1.05
12 C 1.72 -0.39 0.72
13 C 2.34 -0.81 -0.53
14 H 1.80 1.65 0.29
15 H 1.06 1.25 1.96
16 H 1.54 -1.14 1.47
17 H 2.72 -1.80 -0.40
18 H 3.28 -0.15 -0.59
19 H 1.79 -0.77 -1.50

* total energy: -504.40692 hartree
* molar mass: 103.24 g mol⁻¹
* E_HOMO: -9.2 eV
* charge: 0
* lowest unoccupied orbital energy: 1.1 eV
* relative energy (zero: lowest compared OMol25 entry of this formula, charge and spin): 34.7 kcal/mol
* orbital gap: 10.255 eV

Partial charges, Löwdin, in e: -0.25 0.48 -0.16 0.01 0.05 -0.01 -0.08 -0.07 0.03 0.01 -0.04 -0.30 -0.14 0.07 0.04 0.10 0.06 0.11 0.09

***

# 7
# C4H13O3

A structure of composition C4H13O3 (ωB97M-V/def2-TZVPD, the Open Molecules 2025 dataset).

Positions of all 20 atoms, in Å:
1 C 1.53 -0.47 1.03
2 O 1.94 -0.81 -0.23
3 C 0.13 0.38 1.09
4 C 0.20 1.53 0.15
5 C -1.09 2.20 -0.24
6 H 1.46 -1.36 1.64
7 H 2.43 0.15 1.31
8 H -0.01 0.59 2.13
9 H -0.58 -0.35 0.75
10 H 0.53 0.98 -0.83
11 H 0.96 2.17 0.49
12 H -1.68 2.54 0.67
13 H -1.84 1.45 -0.65
14 H -0.91 2.97 -0.96
15 H -1.04 -2.17 -0.92
16 H -1.70 -2.79 0.35
17 O -1.87 -2.66 -0.57
18 H 1.11 -1.27 -0.84
19 H 0.25 -1.58 -2.67
20 O 0.18 -1.52 -1.70

* total energy: -385.92209 hartree
* molar mass: 109.14 g mol⁻¹
* E_HOMO: -4.3 eV
* charge: -1
* lowest unoccupied orbital energy: 4.1 eV
* relative energy (zero: lowest compared OMol25 entry of this formula, charge and spin): 17.2 kcal/mol
* orbital gap: 8.375 eV

Partial charges, Löwdin, in e: -0.34 -0.22 -0.19 -0.31 -0.14 0.08 0.10 0.08 0.08 0.13 0.08 0.07 0.09 0.05 -0.03 -0.03 -0.15 -0.02 -0.02 -0.32

***

# 8
# C4H13O4

A cluster of 3 separate species, C4H13O4 in total (ωB97M-V/def2-TZVPD, the Open Molecules 2025 dataset).

Positions of all 21 atoms, in Å:
1 C 0.67 -0.67 0.27
2 C 1.47 -0.65 1.56
3 C 1.64 -2.08 2.15
4 O 0.47 -2.42 2.94
5 C 0.08 0.69 -0.09
6 O -0.50 0.69 -1.32
7 H 1.27 -1.04 -0.57
8 H -0.11 -1.44 0.22
9 H 0.97 -0.11 2.36
10 H 2.50 -0.30 1.45
11 H 2.57 -2.24 2.69
12 H 1.49 -2.80 1.34
13 H 0.55 -1.95 3.78
14 H -0.63 1.00 0.74
15 H 0.86 1.47 0.00
16 H -0.45 1.56 -2.42
17 H 0.23 2.75 -3.03
18 O -0.34 2.05 -3.39
19 H -2.79 0.83 -1.90
20 H -2.34 2.09 -1.27
21 O -3.15 1.66 -1.58

* total energy: -461.16084 hartree
* molar mass: 125.14 g mol⁻¹
* E_HOMO: -3.8 eV
* charge: -1
* lowest unoccupied orbital energy: 3.2 eV
* relative energy (zero: lowest compared OMol25 entry of this formula, charge and spin): 32.4 kcal/mol
* orbital gap: 6.987 eV

Partial charges, Löwdin, in e: -0.23 -0.21 -0.25 -0.11 -0.45 -0.30 0.11 0.11 0.10 0.10 0.10 0.11 0.07 0.10 0.10 -0.03 -0.02 -0.23 0.01 0.01 -0.10

***

# 9
# C4H13O4

A structure of composition C4H13O4 (ωB97M-V/def2-TZVPD, the Open Molecules 2025 dataset).

Positions of all 21 atoms, in Å:
1 C 0.18 1.50 -0.65
2 C 1.68 1.41 -0.96
3 C 2.25 0.15 -0.38
4 O 2.20 0.24 0.98
5 C -0.57 0.21 -1.15
6 O -1.24 -0.33 -0.09
7 H -0.12 1.73 0.35
8 H -0.17 2.35 -1.15
9 H 2.20 2.36 -0.59
10 H 1.90 1.67 -2.02
11 H 1.69 -0.82 -0.86
12 H 3.35 -0.02 -0.74
13 H 0.14 -0.50 -1.75
14 H -1.54 0.49 -1.71
15 H -0.60 -0.46 0.76
16 H 1.19 -0.10 1.37
17 H -0.04 0.15 2.48
18 O 0.13 -0.60 1.95
19 H -3.43 -2.78 0.52
20 H -3.23 -1.43 -0.01
21 O -3.92 -2.11 -0.07

* total energy: -461.14343 hartree
* molar mass: 125.14 g mol⁻¹
* E_HOMO: -4.8 eV
* charge: -1
* lowest unoccupied orbital energy: 3.9 eV
* relative energy (zero: lowest compared OMol25 entry of this formula, charge and spin): 43.4 kcal/mol
* orbital gap: 8.702 eV

Partial charges, Löwdin, in e: -0.19 -0.24 -0.40 -0.18 -0.32 -0.19 0.10 0.06 0.11 0.10 0.13 0.11 0.11 0.12 0.00 -0.01 -0.03 -0.24 0.07 -0.01 -0.11

***

# 10
# C4H13O5S

A cluster of 4 separate species, C4H13O5S in total (ωB97M-V/def2-TZVPD, the Open Molecules 2025 dataset).

Positions of all 23 atoms, in Å:
1 O 1.37 -0.53 1.02
2 C 1.52 0.15 -0.06
3 O 2.39 -0.05 -0.92
4 C 0.52 1.27 -0.32
5 C -0.24 1.06 -1.63
6 C -1.34 0.00 -1.53
7 S -0.80 -1.71 -1.90
8 H 1.08 2.21 -0.35
9 H -0.18 1.37 0.51
10 H -0.69 2.00 -1.95
11 H 0.48 0.82 -2.42
12 H -1.81 0.05 -0.55
13 H -2.16 0.21 -2.22
14 H 0.36 -1.72 -1.23
15 H 3.16 -1.77 -0.51
16 H 2.46 -2.15 0.70
17 O 3.11 -2.56 0.07
18 H -0.86 -1.24 2.61
19 H 0.20 -0.29 1.98
20 O -0.63 -0.31 2.58
21 H -3.07 1.52 2.53
22 H -2.03 0.57 1.91
23 O -2.84 1.10 1.68

* total energy: -934.71584 hartree
* molar mass: 173.21 g mol⁻¹
* E_HOMO: -5.6 eV
* charge: -1
* lowest unoccupied orbital energy: 3.3 eV
* orbital gap: 8.946 eV

Partial charges, Löwdin, in e: -0.08 -0.66 -0.03 -0.12 -0.27 -0.54 0.68 0.11 0.09 0.10 0.10 0.05 0.06 -0.16 0.00 0.00 -0.13 0.04 0.00 -0.12 0.02 -0.01 -0.12